{
  "formula": "C5H12N2O",
  "method": "the ωB97M-V functional and the def2-TZVPD basis",
  "species": ["C", "C", "N", "H", "H", "H", "H", "H", "H", "H", "C", "C", "C", "N", "O", "H", "H", "H", "H", "H"],
  "positions_angstrom": [[-2.4803, 0.4814, -1.1442], [-2.1919, -0.6687, -0.1875], [-1.3006, 1.3300, -1.2833], [-1.5074, 2.1199, -1.8858], [-0.5465, 0.7986, -1.7107], [-2.8230, 0.0719, -2.1081], [-3.2869, 1.1015, -0.7426], [-3.0570, -1.3239, -0.1172], [-1.3423, -1.2499, -0.5426], [-1.9592, -0.2894, 0.8047], [0.9059, 0.9897, 0.9771], [1.3862, -0.0112, 0.0633], [3.4511, -0.5069, 1.3465], [1.6611, -0.7955, -0.7331], [4.3923, -0.1682, 0.8062], [3.1460, -3.2017, 1.3310], [3.2060, -2.4047, 1.5157], [0.6954, 0.5278, 1.9405], [-0.0037, 1.4298, 0.5610], [1.6548, 1.7694, 1.1091]],
  "lowdin_charge": [-0.34, -0.11, -0.03, 0.07, 0.06, 0.10, 0.10, 0.07, 0.06, 0.06, -0.09, -0.39, -0.08, 0.16, 0.07, 0.07, -0.04, 0.09, 0.05, 0.09],
  "e_tot_ha": -382.385558,
  "homo_energy_ha": -0.3518,
  "total_charge": 0
}


{
  "formula": "C5H12N2O",
  "method": "the ωB97M-V functional and the def2-TZVPD basis",
  "species": ["O", "C", "C", "C", "C", "C", "N", "N", "H", "H", "H", "H", "H", "H", "H", "H", "H", "H", "H", "H"],
  "positions_angstrom": [[2.1544, 1.5783, -2.6083], [1.3392, 1.9562, -1.8257], [1.1685, 1.0953, -0.5841], [0.3967, -0.2898, -1.0008], [0.0613, -1.1459, 0.2070], [-1.6843, -1.7541, 1.6171], [-1.2747, -0.7824, 0.5409], [0.3729, 1.6565, 0.5918], [0.6075, 2.7651, -1.8467], [2.2068, 0.8000, -0.1952], [-0.6111, -0.2211, -1.4885], [1.0933, -0.5961, -1.8094], [1.0401, -1.0609, 0.8664], [0.0604, -2.2044, -0.0905], [-1.9391, -1.2756, 2.5126], [-1.0403, -2.6055, 1.8327], [-2.6300, -2.1939, 1.3431], [-1.3789, 0.1668, 0.7846], [-0.5815, 1.5667, 0.3856], [0.6391, 2.5448, 0.7676]],
  "lowdin_charge": [0.07, -0.25, -0.29, -0.15, -0.33, -0.09, -0.10, 0.06, 0.12, 0.16, 0.12, 0.11, 0.15, 0.11, 0.05, 0.08, 0.06, 0.06, 0.03, 0.02],
  "e_tot_ha": -382.368961,
  "homo_energy_ha": -0.3310,
  "total_charge": 0
}


{
  "formula": "C5H12N2O",
  "method": "the ωB97M-V functional and the def2-TZVPD basis",
  "species": ["C", "C", "C", "O", "N", "H", "H", "H", "H", "H", "H", "H", "C", "C", "N", "H", "H", "H", "H", "H"],
  "positions_angstrom": [[1.7307, -1.2045, 1.0073], [-1.9918, -0.2106, 0.8386], [-0.8694, -0.3289, -0.1664], [0.5581, -0.4258, 1.2077], [-0.8670, -1.2150, -1.0961], [-1.7780, -1.6514, -1.2362], [1.8335, -1.9162, 1.8306], [2.6055, -0.5493, 1.0307], [1.6407, -1.7156, 0.0444], [-2.9489, -0.1412, 0.3158], [-1.9918, -1.1060, 1.4637], [-1.8854, 0.6542, 1.4939], [0.7867, 1.0213, -1.7329], [-0.0336, 1.1186, -0.4612], [0.7753, 1.2121, 0.6925], [0.2587, 1.6290, 1.4672], [-0.8142, 1.8824, -0.5168], [1.4382, 0.1458, -1.7186], [1.4275, 1.8968, -1.8690], [0.1251, 0.9040, -2.5951]],
  "lowdin_charge": [-0.10, -0.05, -0.43, -0.23, 0.10, 0.05, 0.08, 0.09, 0.08, 0.08, 0.09, 0.07, -0.08, -0.35, 0.15, 0.10, 0.14, 0.07, 0.07, 0.08],
  "e_tot_ha": -382.304191,
  "homo_energy_ha": -0.3107,
  "total_charge": 0
}